# 1
This record from the Open Molecules 2025 dataset describes a cluster of 2 separate species, C2H4NO2 in total in a non-equilibrium geometry. The level of theory is ωB97M-V with the def2-TZVPD basis set.

Geometry as XYZ:
```
9
Properties=species:S:1:pos:R:3:forces:R:3:nbo_charge:R:1
O 3.5659 0.6493 0.3089 1.74 -0.38 -0.42 -0.3681
O 2.0116 -1.1382 0.0672 -0.59 -2.63 -0.31 -0.3654
N 0.1543 0.1327 -0.8145 3.02 -1.81 -2.03 -0.7413
C 1.1971 0.0031 0.2737 -2.23 -0.60 -0.84 0.3127
C 2.6237 -0.0011 0.1731 0.40 3.51 1.03 0.7369
H 0.3333 -0.6508 -1.6167 -0.46 2.43 1.92 0.4883
H 0.0827 1.0859 -1.1526 0.70 0.45 -0.73 0.4660
H -0.4141 -1.4167 2.3743 0.05 0.08 -0.07 0.0192
H -0.7450 0.0094 -0.4837 -2.62 -1.05 1.44 0.4518
```
Positions in Å, forces in eV/Å.

The orbital gap (spin up / spin down) comes out at 10.9862 / 8.1614 eV. The charge is +1.

---

# 2
This record from the Open Molecules 2025 dataset describes a structure of composition C32H33As2ClIrN3O11. The level of theory is ωB97M-V with the def2-TZVPD basis set.

Geometry as XYZ:
```
83
Properties=species:S:1:pos:R:3:forces:R:3:lowdin_spin:R:1
Ir -0.5406 0.9213 -1.4833 0.06 -0.44 0.30 2.3489
As -0.1270 -0.4377 0.8975 -0.09 0.13 0.03 0.1107
As -0.7873 -2.2215 3.8987 -0.06 0.01 0.02 0.0032
Cl -0.5781 7.5143 1.7207 -0.02 0.00 0.00 0.1055
O -2.2018 1.6663 -3.1028 0.02 0.02 0.03 0.0759
O -4.1384 -0.5326 0.8347 -0.01 -0.02 -0.04 0.0039
O 2.8184 -1.3260 0.2039 0.00 0.06 0.02 0.0018
O 3.0009 -3.2660 2.8432 -0.03 0.05 0.01 0.0003
O 1.5524 -4.0057 4.3786 -0.06 0.01 -0.02 0.0005
O -4.2744 -1.9524 3.6689 -0.03 0.03 0.02 0.0000
O 2.1835 -3.4834 0.2465 -0.01 0.03 0.03 0.0009
O -0.1245 2.2881 -3.6104 -0.04 0.07 0.09 0.0721
O -2.6172 -0.8167 -0.7967 -0.01 0.05 -0.17 0.0459
O -1.7318 2.1899 -0.1634 0.05 0.16 -0.14 0.2946
O -3.6935 -3.4062 2.1066 -0.05 0.03 -0.02 0.0009
N 1.0369 -0.2221 -2.3834 0.09 0.04 -0.17 0.0437
N -3.3540 2.6254 -5.1594 0.03 -0.02 0.07 0.0039
N 1.2138 2.1139 -0.9144 -0.16 -0.01 -0.06 0.1654
C 3.4281 -0.2511 -2.7279 -0.11 0.02 0.02 0.0018
C -2.1407 5.3383 1.4368 0.01 0.04 0.01 -0.0120
C 2.3987 1.5440 -1.4287 0.16 0.02 -0.05 0.0017
C -1.4308 -4.0497 4.1717 0.01 0.03 0.00 0.0001
C -1.8718 2.8812 -5.1180 0.03 -0.02 0.06 0.0033
C -3.4581 -2.4071 2.7243 0.10 -0.08 -0.01 0.0007
C -2.3683 4.0769 0.9880 -0.06 -0.04 0.00 0.1291
C 1.7894 -3.3756 3.3816 0.03 -0.05 0.02 0.0021
C 1.1010 3.3397 -0.5810 0.08 0.09 0.02 0.0218
C 2.0385 -1.9884 -3.6404 0.04 -0.03 -0.03 0.0002
C 0.7428 -2.5299 2.6976 0.06 -0.02 -0.11 0.0042
C -3.7018 -0.7960 -1.7491 -0.05 -0.01 0.02 0.0041
C 4.6947 0.3224 -2.4736 0.03 0.02 0.02 0.0188
C 3.2770 -1.4340 -3.4816 -0.01 -0.01 -0.02 0.0046
C 2.1038 -2.2107 0.6131 -0.05 -0.09 -0.06 0.0038
C 2.2682 0.3473 -2.1963 0.03 -0.03 -0.02 0.0142
C -1.3829 3.3291 0.2485 0.04 0.01 0.03 0.0804
C -2.1142 -1.7394 2.5278 -0.01 -0.02 0.06 0.0036
C 0.3327 0.8459 2.2913 0.02 0.00 -0.05 0.0119
C -3.0080 -0.7496 0.4974 -0.03 -0.03 0.18 0.0023
C -1.3331 2.2315 -3.8341 -0.05 -0.02 -0.15 0.0077
C 4.0372 -4.0114 3.5160 0.02 -0.01 0.03 0.0000
C -0.8911 5.9368 1.1807 0.02 -0.02 -0.01 0.1996
C 0.9396 -1.9515 1.5141 0.04 0.00 0.05 0.0362
C -0.0750 3.9523 0.0341 -0.06 -0.05 0.02 0.1155
C -1.8842 -1.0080 1.4375 0.00 0.02 -0.04 0.0103
C 4.8007 1.4374 -1.6956 0.07 -0.03 -0.03 -0.0014
C 3.3702 -3.8464 -0.4765 0.03 0.00 -0.01 0.0001
C 3.6488 2.0438 -1.1670 -0.09 0.03 0.03 0.0204
C -4.0968 -0.6207 4.1730 -0.01 0.03 -0.02 0.0001
C 0.1104 5.2384 0.4951 0.02 0.06 0.02 0.0092
C 0.9371 -1.3495 -3.0576 0.00 0.09 0.02 0.0122
H 1.0627 5.7332 0.3486 0.00 -0.02 -0.01 -0.0025
H -0.7613 -4.5348 4.8720 0.02 0.00 0.00 0.0000
H 1.8884 -2.9023 -4.1973 0.01 0.01 0.00 0.0001
H -2.4271 -3.9775 4.6067 0.00 0.00 -0.01 0.0001
H -0.2853 1.7331 2.1629 0.01 0.00 0.03 0.0005
H 5.5752 -0.1522 -2.8872 0.00 0.01 0.00 0.0010
H 4.0870 -3.7173 4.5613 0.00 0.00 0.00 0.0000
H 3.3817 -3.3707 -1.4547 -0.02 0.01 0.00 0.0001
H -0.0565 -1.7706 -3.1477 0.00 0.00 0.01 0.0028
H 0.1662 0.4308 3.2827 -0.01 -0.02 0.01 0.0022
H 3.8331 -5.0776 3.4497 -0.01 0.00 -0.01 0.0000
H -3.2437 -0.6187 -2.7155 0.02 -0.03 -0.01 0.0020
H -1.6828 3.9506 -5.1094 -0.01 0.01 0.00 0.0001
H 5.7698 1.8614 -1.4727 0.00 -0.01 0.00 -0.0004
H -3.6377 2.0402 -5.9440 0.02 0.00 0.01 0.0001
H 1.9385 4.0255 -0.7241 0.01 -0.03 -0.02 0.0044
H -1.3924 2.4470 -5.9905 -0.02 -0.01 -0.01 0.0003
H -1.4827 -4.5952 3.2334 0.00 -0.02 0.01 0.0001
H -2.8961 5.8876 1.9820 0.01 0.00 0.00 -0.0035
H -3.1233 -0.4971 4.6488 0.01 -0.02 0.01 0.0000
H 3.3351 -4.9255 -0.5778 -0.01 -0.01 0.00 0.0000
H 4.1552 -1.8979 -3.9146 -0.01 0.00 0.00 0.0002
H 1.3850 1.1054 2.1793 0.00 0.00 -0.01 0.0001
H 4.2506 -3.5390 0.0848 0.01 -0.01 0.00 0.0000
H -3.9104 3.4786 -5.1854 0.02 0.00 0.00 0.0001
H 3.7654 2.9061 -0.5229 -0.01 -0.01 0.00 0.0014
H -4.8753 -0.4857 4.9160 -0.01 -0.01 0.00 0.0000
H -4.4055 -0.0057 -1.5007 0.02 0.02 -0.02 0.0001
H -3.3139 3.5763 1.1519 0.00 0.02 0.01 0.0044
H -3.5235 2.1155 -4.2600 -0.01 0.01 -0.04 0.0013
H 4.9584 -3.7600 3.0017 0.00 0.01 -0.01 0.0000
H -4.2101 -1.7573 -1.7289 -0.02 0.00 0.02 0.0003
H -4.2238 0.0987 3.3652 0.00 0.00 0.00 0.0001
```
Positions in Å, forces in eV/Å.

Its expectation value of S² is 6.05. The orbital gap (spin up / spin down) comes out at 6.2096 / 5.1503 eV. The charge is +2. As for the multiplicity: 5.

---

Q: What is the charge in the second record?
A: +2

---

Q: What is the formula in the first record?
A: C2H4NO2